Record 1
# C4H8N2

A cluster of 2 separate species, C4H8N2 in total in a non-equilibrium geometry (ωB97M-V with the def2-TZVPD basis set, the OMol25 dataset).

## Properties
- relative energy (zero: lowest compared OMol25 entry of this formula, charge and spin) (kJ/mol) = 301.8
- molar mass (Da) = 84.12
- HOMO level (hartree) = -0.3373
- gap between HOMO and LUMO (eV) = 10.1
- structure (SMILES) = CN=C=N.C=C
- charge = 0

Geometry (Å):
N1 1.5594 -0.1495 2.4749
N2 0.8378 -0.6826 0.2524
C1 -1.2446 0.9795 -0.9699
C2 0.1112 -1.5605 -0.5431
C3 -0.0568 1.4940 -0.5815
C4 1.1488 -0.5168 1.3726
H1 1.0384 0.4850 3.0568
H2 -0.7231 -0.8590 -0.6948
H3 0.5205 -2.0114 -1.3456
H4 -1.5438 0.9273 -2.0555
H5 -2.0210 0.6809 -0.2613
H6 0.6516 1.9374 -1.1796
H7 -0.3359 -2.4180 0.0319
H8 0.0572 1.6936 0.4427

=====

Record 2
# C4H8N2

The molecule C4H8N2 in a non-equilibrium geometry (ωB97M-V with the def2-TZVPD basis set, the OMol25 dataset).

## Properties
- relative energy (zero: lowest compared OMol25 entry of this formula, charge and spin) (kJ/mol) = 323.5
- molar mass (Da) = 84.12
- HOMO level (hartree) = -0.3308
- gap between HOMO and LUMO (eV) = 10.1
- structure (SMILES) = C/N=C/[C@H]1CN1
- charge = 0

Geometry (Å):
N1 1.4592 -1.2817 0.2181
N2 -0.7362 0.2106 0.6196
C1 -2.1506 0.3701 0.6727
C2 0.9020 -0.4560 -0.8406
C3 -0.3379 0.2395 -0.5675
C4 2.0665 0.0073 -0.0615
H1 -0.8433 0.8089 -1.3628
H2 3.0389 -0.0232 -0.5289
H3 0.9942 -0.8282 -1.8491
H4 1.8886 0.8221 0.6417
H5 -2.5181 -0.6836 0.8888
H6 0.8655 -1.1896 1.0456
H7 -1.9175 1.2823 1.3485
H8 -2.7112 0.7214 -0.2246

=====

Record 3
# C4H8N2

The molecule C4H8N2 in a non-equilibrium geometry (ωB97M-V with the def2-TZVPD basis set, the OMol25 dataset).

## Properties
- relative energy (zero: lowest compared OMol25 entry of this formula, charge and spin) (kJ/mol) = 307.2
- molar mass (Da) = 84.12
- HOMO level (hartree) = -0.3646
- gap between HOMO and LUMO (eV) = 10.8
- structure (SMILES) = CCC1(C)N=N1
- charge = 0

Geometry (Å):
N1 0.5529 2.2339 -0.2781
N2 1.6008 2.0582 0.3131
C1 -0.1929 -0.7132 -1.3452
C2 0.7598 0.9270 0.3448
C3 -0.0042 0.4741 1.8330
C4 1.1035 -0.3267 -0.5253
H1 -0.0486 -1.4268 -2.0652
H2 -0.8627 -1.1569 -0.6922
H3 -0.9695 0.8114 1.8986
H4 -0.0025 -0.6372 1.6408
H5 -0.5125 0.1762 -1.8033
H6 1.9564 -0.1333 -1.1964
H7 1.5502 -1.1198 0.0330
H8 0.5778 0.6375 2.8313

=====

Record 4
# C4H8N2

The molecule C4H8N2 in a non-equilibrium geometry (ωB97M-V with the def2-TZVPD basis set, the OMol25 dataset).

## Properties
- relative energy (zero: lowest compared OMol25 entry of this formula, charge and spin) (kJ/mol) = 394.5
- molar mass (Da) = 84.12
- HOMO level (hartree) = -0.2901
- gap between HOMO and LUMO (eV) = 8.6
- structure (SMILES) = NC/C=C1\CN1
- charge = 0

Geometry (Å):
N1 -1.8568 -0.6634 0.7720
N2 1.9435 0.5055 0.6397
C1 -2.0118 0.2346 -0.4149
C2 0.3859 -0.5951 -0.2990
C3 1.5112 0.2660 -0.7462
C4 -0.7234 -0.0070 0.1942
H1 2.3010 -0.1989 -1.3512
H2 1.0751 0.7728 1.1160
H3 -2.1344 -0.3489 -1.3254
H4 -2.1667 -0.1310 1.5906
H5 2.3682 -0.3102 1.0672
H6 1.2187 1.2277 -1.1876
H7 -2.6005 1.1376 -0.3427
H8 0.6465 -1.6231 -0.0583

=====

Record 5
# C4H8N2

A cluster of 2 separate species, C4H8N2 in total in a non-equilibrium geometry (ωB97M-V with the def2-TZVPD basis set, the OMol25 dataset).

## Properties
- relative energy (zero: lowest compared OMol25 entry of this formula, charge and spin) (kJ/mol) = 327.8
- molar mass (Da) = 84.12
- HOMO level (hartree) = -0.2879
- gap between HOMO and LUMO (eV) = 8.4
- charge = 0

Geometry (Å):
N1 -4.4971 0.0278 -0.5056
N2 -3.4877 -0.1969 -0.8685
C1 0.9693 0.2899 -0.8530
C2 -0.7329 0.6959 0.9789
C3 0.0697 1.1648 -0.1150
C4 -0.7640 -0.7487 1.2271
H1 0.5378 1.9708 0.3881
H2 -1.2087 -1.0064 0.2529
H3 0.0835 -1.4378 1.3441
H4 -1.5006 -0.9987 2.0891
H5 1.1465 -0.5902 -0.1831
H6 0.4802 -0.0606 -1.7457
H7 1.9889 0.5541 -1.0168
H8 -0.6233 1.6356 -0.8486

=====

Record 6
# C4H8N2

The ion C4H8N2 with charge +2 in a non-equilibrium geometry (ωB97M-V with the def2-TZVPD basis set, the OMol25 dataset).

## Properties
- relative energy (zero: lowest compared OMol25 entry of this formula, charge and spin) (kJ/mol) = 177.4
- molar mass (Da) = 84.12
- HOMO level (hartree) = -0.8210
- gap between HOMO and LUMO (eV) = 10.5
- structure (SMILES) = CC(=[NH2+])[N+]1=CC1
- charge = +2

Geometry (Å):
N1 1.2470 1.4799 0.0240
N2 -0.8235 0.3531 0.0143
C1 -2.0485 -0.5066 0.0644
C2 -1.9445 0.9293 -0.0731
C3 0.5504 0.3857 -0.0263
C4 1.2350 -0.9363 -0.0233
H1 0.9896 2.4854 -0.0907
H2 -2.1886 -1.1507 -0.7145
H3 -2.1174 1.9951 -0.2586
H4 -2.3127 -0.9303 1.0593
H5 2.1588 -0.8041 0.5764
H6 1.4189 -1.2708 -1.0341
H7 2.3065 1.2464 0.0829
H8 0.4309 -1.5352 0.5696

=====

Record 7
# C4H8N2O

The molecule C4H8N2O (ωB97M-V with the def2-TZVPD basis set, the OMol25 dataset).

## Properties
- relative energy (zero: lowest compared OMol25 entry of this formula, charge and spin) (kJ/mol) = 180.0
- molar mass (Da) = 100.12
- HOMO level (hartree) = -0.3400
- gap between HOMO and LUMO (eV) = 10.3
- structure (SMILES) = NC(=O)CN1CC1
- charge = 0

Geometry (Å):
O1 -1.5318 1.8434 0.3207
N1 -1.7700 0.5137 -1.5010
N2 0.5234 -0.8384 -0.1060
C1 -0.7541 -0.4290 0.4992
C2 1.7249 -0.4720 0.6287
C3 -1.3883 0.7587 -0.2154
C4 1.3880 0.2099 -0.6385
H1 -0.6387 -0.1343 1.5472
H2 -1.4759 -0.3261 -1.9747
H3 -1.4343 -1.2888 0.4612
H4 1.5901 0.1070 1.5431
H5 1.0503 1.2438 -0.5772
H6 1.9082 -0.0513 -1.5577
H7 -2.0563 1.3054 -2.0575
H8 2.5122 -1.2206 0.6731

=====

Record 8
# C4H8N2O

The molecule C4H8N2O in a non-equilibrium geometry (ωB97M-V with the def2-TZVPD basis set, the OMol25 dataset).

## Properties
- relative energy (zero: lowest compared OMol25 entry of this formula, charge and spin) (kJ/mol) = 485.3
- molar mass (Da) = 100.12
- HOMO level (hartree) = -0.2918
- gap between HOMO and LUMO (eV) = 9.0
- structure (SMILES) = C1NN2CC[C@@H]2O1
- charge = 0

Geometry (Å):
O1 0.5326 -1.5315 0.7728
N1 -1.5146 -0.4812 0.1800
N2 -0.7863 0.6075 0.5629
C1 0.7652 -0.1722 0.7835
C2 -0.2071 1.2944 -0.6502
C3 1.1676 0.6784 -0.4430
C4 -0.8830 -1.7138 0.6350
H1 -1.1534 -2.6747 0.0392
H2 -1.3105 -2.0492 1.6573
H3 1.1956 0.1357 1.7597
H4 -0.2669 2.4815 -0.5538
H5 -0.7720 1.0260 -1.6289
H6 1.5043 -0.0014 -1.1589
H7 2.1755 1.2813 -0.1891
H8 -1.5964 -0.5463 -0.8121

=====

Record 9
# C4H8N2O

The molecule C4H8N2O in a non-equilibrium geometry (ωB97M-V with the def2-TZVPD basis set, the OMol25 dataset).

## Properties
- relative energy (zero: lowest compared OMol25 entry of this formula, charge and spin) (kJ/mol) = 586.3
- molar mass (Da) = 100.12
- HOMO level (hartree) = -0.3101
- gap between HOMO and LUMO (eV) = 9.3
- structure (SMILES) = C/C(=N/O)N1CC1
- charge = 0

Geometry (Å):
O1 -2.4604 -0.3921 -0.9160
N1 -1.4915 -1.1434 -1.1237
N2 -0.5152 0.6977 0.0280
C1 0.8719 -1.5231 -0.7021
C2 -0.4040 -0.6842 -0.4939
C3 0.7378 1.3103 0.2481
C4 -0.1086 1.0717 1.4420
H1 -2.1263 0.2825 -0.2530
H2 0.5927 -2.7139 -0.7032
H3 0.1086 0.3126 2.1471
H4 0.9613 2.3599 -0.3248
H5 1.6862 0.7560 0.2068
H6 -0.7342 1.9393 1.7536
H7 1.4477 -1.1327 -1.6205
H8 1.4339 -1.1406 0.3117

=====

Record 10
# C4H8N2O

The molecule C4H8N2O in a non-equilibrium geometry (ωB97M-V with the def2-TZVPD basis set, the OMol25 dataset).

## Properties
- relative energy (zero: lowest compared OMol25 entry of this formula, charge and spin) (kJ/mol) = 467.3
- molar mass (Da) = 100.12
- HOMO level (hartree) = -0.3404
- gap between HOMO and LUMO (eV) = 9.6
- structure (SMILES) = C=C(C)/N=N/OC
- charge = 0

Geometry (Å):
O1 0.6801 0.0271 2.1108
N1 -0.0409 0.1539 0.9318
N2 0.4680 0.9382 0.0985
C1 0.1373 -0.9529 2.9199
C2 0.4366 1.8713 -1.9794
C3 -0.2447 1.1499 -1.0872
C4 -1.5370 0.3960 -1.1679
H1 1.4347 1.9682 -1.6512
H2 -2.1691 0.5507 -0.2766
H3 -0.5515 -1.6813 2.2904
H4 -0.5599 -0.4756 3.6889
H5 0.0236 1.9035 -2.9480
H6 -1.9394 0.6692 -2.1038
H7 -1.2622 -0.7562 -1.0881
H8 0.9116 -1.4867 3.4014

=====

Record 11
# C4H8N2O

The molecule C4H8N2O in a non-equilibrium geometry (ωB97M-V with the def2-TZVPD basis set, the OMol25 dataset).

## Properties
- relative energy (zero: lowest compared OMol25 entry of this formula, charge and spin) (kJ/mol) = 139.3
- molar mass (Da) = 100.12
- HOMO level (hartree) = -0.3496
- gap between HOMO and LUMO (eV) = 10.3
- structure (SMILES) = O=C1NCCCN1
- charge = 0

Geometry (Å):
O1 2.7561 -0.3991 -0.4189
N1 0.7068 -1.4026 -0.1259
N2 1.0066 0.9744 -0.0131
C1 -1.1708 0.0954 0.5646
C2 -0.4102 1.3029 0.0321
C3 -0.6671 -1.1695 -0.4914
C4 1.5687 -0.2618 -0.2200
H1 -2.2398 0.3484 0.6699
H2 1.6825 1.7233 0.0102
H3 -1.1834 -2.1474 -0.4266
H4 -0.5098 2.2409 0.6007
H5 -0.6310 -1.0012 -1.6034
H6 -0.8382 -0.0207 1.6303
H7 -0.8076 1.4994 -0.9694
H8 0.6863 -1.7078 0.8406

=====

Record 12
# C4H8N2O

The molecule C4H8N2O in a non-equilibrium geometry (ωB97M-V with the def2-TZVPD basis set, the OMol25 dataset).

## Properties
- relative energy (zero: lowest compared OMol25 entry of this formula, charge and spin) (kJ/mol) = 338.6
- molar mass (Da) = 100.12
- HOMO level (hartree) = -0.3509
- gap between HOMO and LUMO (eV) = 9.5
- structure (SMILES) = CN[C@H](C#N)CO
- charge = 0

Geometry (Å):
O1 1.6435 1.2592 0.0733
N1 -0.5906 -0.2819 0.8847
N2 -0.5150 -2.0957 -1.8586
C1 -0.0034 -1.9688 -0.8239
C2 1.5869 -0.0771 -0.3638
C3 0.1433 -0.5598 -0.3238
C4 -1.4450 0.8853 0.6878
H1 1.4560 1.2346 1.0222
H2 -1.1322 -1.0858 1.1854
H3 2.2617 -0.7248 0.2114
H4 -2.2117 0.7515 -0.0956
H5 -0.8046 1.7169 0.3835
H6 1.9065 -0.0957 -1.4118
H7 -0.3611 -0.0961 -1.2000
H8 -1.9343 1.1381 1.6294

=====

Record 13
# C4H8N2O

The molecule C4H8N2O (ωB97M-V with the def2-TZVPD basis set, the OMol25 dataset).

## Properties
- relative energy (zero: lowest compared OMol25 entry of this formula, charge and spin) (kJ/mol) = 125.0
- molar mass (Da) = 100.12
- HOMO level (hartree) = -0.3475
- gap between HOMO and LUMO (eV) = 10.5
- structure (SMILES) = C[C@@]1(C(N)=O)CN1
- charge = 0

Geometry (Å):
O1 1.5051 -1.7169 0.0025
N1 2.1273 0.4807 -0.0046
N2 -0.3800 1.2589 0.4531
C1 -1.2174 -1.1833 0.4085
C2 1.2137 -0.5339 -0.0145
C3 -0.6957 0.9634 -0.9464
C4 -0.2350 -0.1091 -0.0275
H1 1.8072 1.4048 0.2441
H2 0.0163 1.3567 -1.6795
H3 -1.1273 -2.0681 -0.2291
H4 3.1021 0.2623 0.1404
H5 -1.7285 0.9387 -1.2908
H6 -2.2547 -0.8255 0.3564
H7 -1.1195 1.2742 1.1504
H8 -1.0135 -1.5028 1.4369

=====

Record 14
# C4H8N2O

A cluster of 2 separate species, C4H8N2O in total (ωB97M-V with the def2-TZVPD basis set, the OMol25 dataset).

## Properties
- relative energy (zero: lowest compared OMol25 entry of this formula, charge and spin) (kJ/mol) = 450.8
- molar mass (Da) = 100.12
- HOMO level (spin up / spin down) (hartree) = -0.2754 / -0.2754
- gap between HOMO and LUMO (spin up / spin down) (eV) = 8.4 / 8.4
- charge = 0

Geometry (Å):
O1 -1.6841 0.6986 -1.4609
N1 0.2085 0.8127 -2.7321
N2 0.2559 -0.6746 1.1880
C1 -0.3512 0.3692 1.9967
C2 -0.0327 -1.8450 0.7319
C3 -0.4765 0.8174 -1.5572
C4 1.0111 0.4115 1.4017
H1 -0.5516 0.0494 3.0246
H2 1.2045 0.9586 -2.7449
H3 1.9930 0.3989 1.8569
H4 -0.2944 0.7691 -3.6051
H5 0.1937 0.9351 -0.6852
H6 -1.1589 0.9290 1.5216
H7 0.7374 -2.4376 0.2523
H8 -1.0544 -2.1925 0.8120

=====

Record 15
# C4H8N2O

A cluster of 2 separate species, C4H8N2O in total in a non-equilibrium geometry (ωB97M-V with the def2-TZVPD basis set, the OMol25 dataset).

## Properties
- relative energy (zero: lowest compared OMol25 entry of this formula, charge and spin) (kJ/mol) = 238.1
- molar mass (Da) = 100.12
- HOMO level (hartree) = -0.3302
- gap between HOMO and LUMO (eV) = 9.6
- structure (SMILES) = Cc1cnc[nH]1.O
- charge = 0

Geometry (Å):
O1 1.7335 3.1634 -0.6583
N1 1.5483 -0.1514 -0.3670
N2 -0.1323 -1.5737 -0.5188
C1 0.9945 -1.0899 -1.1990
C2 -0.4219 -0.7949 0.6162
C3 -1.8084 -0.6524 1.2100
C4 0.5460 0.1544 0.5029
H1 -0.7906 -1.8772 -1.2525
H2 -1.7225 -1.1983 2.1711
H3 1.3579 -1.6226 -2.1393
H4 1.5913 2.3461 -0.1595
H5 0.5460 1.0176 1.2493
H6 -2.0257 0.4657 1.3784
H7 -2.6104 -1.0418 0.5490
H8 1.1943 2.8549 -1.3825

=====

Record 16
# C4H8N2O

The molecule C4H8N2O (ωB97M-V with the def2-TZVPD basis set, the OMol25 dataset).

## Properties
- relative energy (zero: lowest compared OMol25 entry of this formula, charge and spin) (kJ/mol) = 162.1
- molar mass (Da) = 100.12
- HOMO level (hartree) = -0.3450
- gap between HOMO and LUMO (eV) = 10.4
- structure (SMILES) = NC(=O)CN1CC1
- charge = 0

Geometry (Å):
O1 -0.9999 1.5497 2.3828
N1 -0.6650 2.1540 0.2083
N2 -0.1125 -0.3030 -0.5723
C1 -0.1957 -0.1339 0.8694
C2 -0.6760 1.2711 1.2421
C3 1.1801 -0.4242 -1.2184
C4 0.2535 -1.5826 -1.1355
H1 0.5301 -2.3939 -0.4613
H2 -1.0908 3.0552 0.3561
H3 0.7552 -0.3119 1.4001
H4 -0.9297 -0.8353 1.2788
H5 2.0736 -0.4545 -0.5951
H6 -0.6052 1.7839 -0.7295
H7 -0.3294 -1.8879 -2.0023
H8 1.3056 0.1317 -2.1458